# C31H30N9O7SV

A structure of composition C31H30N9O7SV at a distorted geometry (ωB97M-V with the def2-TZVPD basis set, the OMol25 dataset).

Computed properties:
**Expectation value of S²**: 2.016
**HOMO level (alpha / beta)**: -7.30 / -7.30 eV
**LUMO level (alpha / beta)**: -1.01 / -1.28 eV
**Net charge**: 0
**ΔE to the lowest compared entry with this formula, charge and spin**: 34.4 kcal/mol
**Spin multiplicity**: 3

Geometry as XYZ:
```
79
Properties=species:S:1:pos:R:3:lowdin_charge:R:1
V -0.970 -1.070 0.287 0.894
O -4.597 -2.507 -0.895 0.053
C -3.709 -1.772 -0.466 -0.460
N -2.393 -2.015 -0.518 -0.089
C -2.021 -3.280 -1.097 -0.132
C -1.227 -4.017 -0.066 -0.228
C -1.076 -5.400 -0.023 0.009
C -0.266 -5.949 0.959 -0.042
C 0.364 -5.098 1.860 -0.040
C 0.149 -3.734 1.747 -0.108
N -0.636 -3.213 0.811 0.041
C -4.033 -0.475 0.193 -0.167
C -5.349 -0.075 0.415 0.026
C -5.575 1.130 1.056 -0.033
C -4.476 1.885 1.451 -0.029
C -3.203 1.400 1.193 -0.099
N -2.985 0.243 0.578 0.060
H -1.373 -3.109 -1.969 0.127
H -2.912 -3.834 -1.418 0.131
H -1.582 -6.025 -0.743 0.123
H -0.121 -7.017 1.025 0.114
H 1.019 -5.473 2.632 0.111
H 0.639 -3.029 2.408 0.104
H -6.150 -0.727 0.101 0.123
H -6.578 1.468 1.269 0.115
H -4.599 2.830 1.961 0.114
H -2.330 1.972 1.486 0.114
C 2.611 0.872 -2.401 -0.051
C 2.844 -0.583 -2.795 -0.155
C 2.674 -1.542 -1.597 -0.290
C 2.912 -3.002 -2.055 -0.147
C 2.659 -4.021 -0.949 -0.060
C 3.740 -1.224 -0.560 -0.423
O 4.915 -1.172 -0.822 0.129
N 3.291 -1.033 0.722 0.234
C 1.971 -1.061 1.164 -0.526
O 1.717 -0.902 2.344 0.055
N 1.020 -1.272 0.239 0.052
C 1.259 -1.424 -1.063 -0.437
O 0.274 -1.472 -1.804 0.050
H 2.773 1.525 -3.256 0.087
H 3.288 1.180 -1.608 0.090
H 1.588 1.017 -2.058 0.050
H 3.855 -0.697 -3.191 0.127
H 2.126 -0.866 -3.568 0.123
H 3.947 -3.080 -2.394 0.128
H 2.251 -3.215 -2.899 0.127
H 3.272 -3.815 -0.073 0.085
H 2.903 -5.020 -1.301 0.084
H 1.614 -4.016 -0.646 0.054
H 3.987 -0.812 1.427 0.176
O 3.587 7.145 0.806 -0.357
S 2.286 7.126 1.448 0.403
O 2.050 6.021 2.353 -0.375
O 1.735 8.396 1.858 -0.357
C 1.279 6.644 -0.047 -0.348
N 0.978 7.471 -1.023 0.143
C 0.339 6.939 -2.055 -0.107
C -0.013 5.595 -2.115 0.010
C 0.348 4.812 -1.018 -0.216
N 1.010 5.375 -0.005 0.133
C 0.039 3.401 -0.796 -0.106
C -0.611 2.560 -1.702 0.025
C -0.889 1.261 -1.319 -0.111
N -0.555 0.762 -0.127 -0.109
C 0.093 1.554 0.738 -0.096
C 0.403 2.861 0.448 0.053
H 0.084 7.623 -2.854 0.109
H -0.552 5.197 -2.959 0.096
H -0.897 2.898 -2.688 0.120
H -1.398 0.580 -1.995 0.131
H 0.351 1.114 1.697 0.113
H 0.908 3.507 1.152 0.126
C -1.380 -1.084 4.668 0.001
C -1.307 -1.008 3.241 -0.094
N -1.228 -0.923 2.094 0.101
H -1.919 -0.222 5.060 0.105
H -0.363 -1.080 5.058 0.107
H -1.881 -1.999 4.984 0.104
```



# C31H31Br47F4NO6PS

A structure of composition C31H31Br47F4NO6PS at a distorted geometry (ωB97M-V with the def2-TZVPD basis set, the OMol25 dataset).

Computed properties:
**HOMO level**: -9.34 eV
**LUMO level**: -1.10 eV
**Net charge**: 0

Geometry as XYZ:
```
122
Properties=species:S:1:pos:R:3:lowdin_charge:R:1
C 3.573 -3.380 1.912 -0.128
C 3.411 -3.199 0.382 -0.246
C 2.657 -1.862 0.185 -0.195
C 2.569 -1.459 -1.280 -0.150
O 1.908 -0.196 -1.519 -0.032
C 0.581 -0.289 -1.216 -0.207
C -0.212 -0.896 -2.159 -0.045
C -1.576 -1.012 -1.896 -0.030
C -2.119 -0.580 -0.747 -0.181
F -3.439 -0.733 -0.588 0.104
C -1.365 0.024 0.231 -0.122
C -1.980 0.509 1.535 -0.151
C -3.127 -0.381 2.080 -0.133
C -2.756 -1.846 2.382 -0.723
F -2.976 -2.584 1.244 -0.097
Br -0.868 -2.111 2.825 0.944
C -3.632 -2.488 3.537 -0.891
F -4.666 -1.718 3.903 0.046
F -2.864 -2.674 4.622 -0.033
Br -4.337 -4.253 3.096 0.833
C 0.018 0.199 -0.015 -0.055
P 1.103 1.072 1.197 0.487
O 2.337 1.581 0.605 -0.320
O 0.316 2.352 1.817 -0.165
O 1.398 0.118 2.441 -0.204
C -2.217 -1.688 -3.106 -0.497
O -3.351 -1.786 -3.457 0.152
N -1.091 -2.227 -3.854 -0.298
S -0.809 -3.750 -2.930 0.867
C 0.136 -1.507 -3.524 -0.588
O 1.125 -1.412 -4.182 0.077
H 4.174 -4.270 2.139 0.053
H 2.604 -3.438 2.427 0.071
H 4.094 -2.497 2.302 0.036
H 2.769 -4.018 0.033 0.115
H 4.408 -3.183 -0.069 0.018
H 1.667 -2.022 0.641 0.101
H 3.129 -1.048 0.752 0.102
H 2.024 -2.263 -1.808 0.119
H 3.568 -1.405 -1.723 0.122
H -2.390 1.520 1.368 0.111
H -1.254 0.628 2.342 0.081
H -3.485 0.102 3.000 0.132
H -4.003 -0.409 1.422 0.129
H -0.422 2.607 1.241 -0.012
H 2.334 0.221 2.700 -0.051
H -2.077 -4.127 -2.625 -0.179
C -1.741 6.186 1.278 -1.589
Br 0.095 6.315 1.848 0.546
Br -2.089 4.535 0.326 0.622
Br -2.965 6.441 2.741 0.561
H -1.912 6.992 0.576 -0.116
C 7.954 -3.058 -0.034 -1.612
Br 7.086 -4.618 0.691 0.567
Br 9.401 -3.528 -1.217 0.578
Br 6.690 -1.875 -0.884 0.623
H 8.385 -2.518 0.797 -0.029
C -3.439 9.226 -1.190 -1.601
Br -1.595 9.377 -0.649 0.565
Br -3.771 7.569 -2.120 0.584
Br -4.635 9.457 0.305 0.566
H -3.638 10.030 -1.886 -0.028
C 1.127 10.699 2.483 -1.615
Br 1.418 9.880 0.761 0.508
Br 2.226 12.264 2.722 0.583
Br -0.739 11.076 2.789 0.564
H 1.432 9.978 3.230 -0.029
C -8.097 -2.927 2.993 -1.586
Br -9.112 -2.249 4.485 0.596
Br -8.391 -4.814 2.728 0.666
Br -8.432 -1.924 1.381 0.595
H -7.050 -2.801 3.236 -0.082
C -2.225 1.601 -5.850 -1.576
Br -3.215 1.184 -7.450 0.582
Br -3.393 1.948 -4.351 0.591
Br -0.928 0.236 -5.436 0.769
H -1.677 2.513 -6.044 -0.033
C 7.076 -9.104 0.161 -1.674
Br 8.759 -8.188 -0.037 0.560
Br 7.087 -10.310 1.667 0.575
Br 5.597 -7.871 0.241 0.536
H 6.933 -9.704 -0.735 -0.190
C -3.974 -6.937 -1.767 -1.610
Br -3.670 -5.500 -0.512 0.591
Br -5.854 -7.253 -2.047 0.577
Br -3.046 -6.629 -3.429 0.604
H -3.559 -7.834 -1.327 -0.027
C 4.529 5.746 1.366 -1.634
Br 6.314 5.030 1.221 0.574
Br 3.198 4.357 1.349 0.598
Br 4.343 6.900 2.906 0.554
H 4.362 6.361 0.491 -0.087
C 6.190 -8.967 -4.295 -1.603
Br 7.876 -8.053 -4.461 0.585
Br 6.197 -10.205 -2.812 0.667
Br 4.714 -7.735 -4.182 0.583
H 6.052 -9.551 -5.194 -0.030
C -10.702 -5.608 1.013 -1.716
Br -11.742 -6.991 1.863 0.575
Br -9.278 -6.342 -0.059 0.530
Br -11.811 -4.401 -0.002 0.569
H -10.240 -5.028 1.801 -0.205
C 4.833 -0.505 5.611 -1.607
Br 3.939 0.271 7.130 0.590
Br 4.584 -2.413 5.535 0.600
Br 4.316 0.366 3.963 0.680
H 5.892 -0.327 5.738 -0.028
C -4.954 8.320 5.980 -1.637
Br -5.960 8.984 7.483 0.577
Br -5.154 6.412 5.775 0.554
Br -5.387 9.262 4.354 0.547
H -3.909 8.508 6.188 -0.028
C 2.900 6.643 -2.751 -1.608
Br 1.764 7.102 -4.239 0.579
Br 4.435 7.806 -2.630 0.582
Br 1.919 6.594 -1.092 0.534
H 3.272 5.643 -2.930 -0.023
C 2.091 1.069 -8.749 -1.626
Br 3.825 1.902 -8.894 0.569
Br 1.947 -0.017 -7.168 0.580
Br 0.663 2.366 -8.849 0.561
H 1.982 0.412 -9.601 -0.030
```



# C31H31BrCaF4N5O2

A structure of composition C31H31BrCaF4N5O2 at a distorted geometry (ωB97M-V with the def2-TZVPD basis set, the OMol25 dataset).

Computed properties:
**HOMO level**: -3.47 eV
**LUMO level**: 2.14 eV
**Net charge**: -1
**ΔE to the lowest compared entry with this formula, charge and spin**: 18.4 kcal/mol

Geometry as XYZ:
```
75
Properties=species:S:1:pos:R:3:lowdin_charge:R:1
Ca 0.580 0.289 0.065 1.320
C -3.274 2.049 -1.986 -0.078
C -2.903 0.635 -2.424 -0.256
N -1.464 0.447 -2.528 -0.182
C -0.828 1.377 -3.459 -0.254
C -1.298 1.288 -4.916 -0.084
C -1.111 -0.939 -2.803 -0.194
C -1.175 -1.852 -1.569 -0.224
N 0.024 -1.768 -0.758 -0.124
C 0.946 -2.713 -0.809 -0.223
C 1.957 -2.722 0.201 -0.171
F 1.897 -1.749 1.159 0.007
C 2.930 -3.676 0.315 -0.240
F 3.809 -3.594 1.337 0.064
C 3.034 -4.737 -0.572 0.019
C 2.092 -4.755 -1.584 -0.244
F 2.153 -5.751 -2.494 0.060
C 1.107 -3.804 -1.720 -0.136
F 0.302 -3.919 -2.813 0.043
H -4.279 2.059 -1.560 0.067
H -3.248 2.755 -2.817 0.066
H -2.568 2.377 -1.223 0.064
H -3.411 0.394 -3.375 0.108
H -3.277 -0.072 -1.682 0.103
H 0.246 1.198 -3.402 0.115
H -0.991 2.390 -3.089 0.099
H -1.160 0.281 -5.316 0.065
H -0.720 1.981 -5.529 0.068
H -2.352 1.554 -5.013 0.059
H -0.076 -0.947 -3.152 0.126
H -1.740 -1.370 -3.602 0.115
H -1.396 -2.863 -1.913 0.103
H -2.011 -1.542 -0.927 0.094
H 3.794 -5.496 -0.478 0.115
Br 0.177 7.854 1.414 0.643
C 0.253 6.040 0.801 -0.707
C 1.072 5.721 -0.291 -0.144
C 1.111 4.434 -0.753 -0.005
C 0.336 3.381 -0.164 -0.383
O 0.363 2.211 -0.631 -0.254
C -0.470 3.749 0.973 -0.139
C -1.303 2.788 1.637 -0.089
N -1.460 1.564 1.290 0.072
C -2.504 0.805 1.776 -0.212
C -3.788 1.318 1.869 -0.030
C -4.879 0.516 2.232 -0.091
C -4.705 -0.808 2.526 -0.058
C -3.414 -1.375 2.459 -0.162
C -3.168 -2.733 2.751 -0.024
C -1.892 -3.216 2.678 -0.044
C -0.857 -2.338 2.311 -0.119
N -1.042 -1.076 2.021 0.114
C -2.299 -0.578 2.078 -0.156
C -0.495 5.078 1.424 -0.110
H 1.667 6.495 -0.760 0.093
H 1.734 4.167 -1.598 0.113
H -1.862 3.176 2.503 0.131
H -3.948 2.358 1.616 0.107
H -5.869 0.955 2.266 0.099
H -5.542 -1.431 2.819 0.104
H -3.998 -3.374 3.028 0.111
H -1.671 -4.252 2.896 0.102
H 0.163 -2.703 2.266 0.104
H -1.126 5.342 2.265 0.101
N 3.673 2.628 1.746 0.173
C 2.971 1.537 1.333 -0.538
O 1.818 1.363 1.735 -0.081
C 3.688 0.597 0.406 -0.268
C 2.841 0.404 -0.863 -0.299
H 3.183 3.342 2.260 0.104
H 4.531 2.876 1.291 0.091
H 3.782 -0.359 0.927 0.096
H 4.713 0.963 0.220 0.086
H 3.247 -0.442 -1.435 0.000
H 2.962 1.298 -1.494 0.000
```



- Which of these has the lowest net charge?
  C31H31BrCaF4N5O2